No. 1
The following is a DFT calculation (ωB97M-V/def2-TZVPD) of an isolated molecule of C3H5ClN2.

relative energy (zero: lowest compared OMol25 entry of this formula, charge and spin)	0.596	eV
LUMO level	0.90	eV
net charge	0
SMILES string	[H]/N=C\N/C=C/Cl
HOMO level	-8.350	eV

Geometry as XYZ:
```
11
C3H5ClN2 ωB97M-V/def2-TZVPD
H 2.8223 0.8176 0.0652
N 2.7615 -0.1627 -0.0139
C 1.5509 -0.5828 -0.0723
N 0.3960 0.2549 -0.0365
C -0.8155 -0.2860 0.0992
C -1.9474 0.4642 0.0458
Cl -3.5451 -0.3018 -0.0480
H 1.2674 -1.6217 -0.0516
H 0.4140 1.2077 -0.2352
H -0.8874 -1.3421 0.1941
H -2.0167 1.5526 0.0532
```

Results of the natural (NBO) charge analysis, in e, for atoms 1 through 2:
1 H 0.331
2 N -0.655

=====

No. 2
The following is a DFT calculation (ωB97M-V/def2-TZVPD) of a cluster of 2 separate species, C3H5ClN2O2 in total.

relative energy (zero: lowest compared OMol25 entry of this formula, charge and spin)	6.871	eV
LUMO level (alpha / beta)	-1.22 / -1.42	eV
net charge	0
HOMO level (alpha / beta)	-10.088 / -8.830	eV

Geometry as XYZ:
```
13
C3H5ClN2O2 ωB97M-V/def2-TZVPD
C 0.6131 -0.1419 -0.6289
C 0.8924 1.3684 -0.7743
C -0.7902 -0.4251 -0.7775
N 1.4659 -1.0649 -0.3410
N -1.0063 -0.2701 1.9513
O -0.9819 0.7323 2.5553
O -1.3942 -1.3960 2.1052
Cl -1.4398 -1.9982 -0.4007
H 1.1543 1.5418 -1.8828
H 1.8469 1.4702 -0.2459
H 0.2125 2.0290 -0.3460
H -1.5942 0.1685 -0.9397
H 1.0215 -2.0141 -0.2749
```

Results of the natural (NBO) charge analysis, in e, for atoms 1 through 2:
1 C 0.163
2 C -0.665

=====

No. 3
The following is a DFT calculation (ωB97M-V/def2-TZVPD) of an isolated molecule of C3H5ClN2O2.

relative energy (zero: lowest compared OMol25 entry of this formula, charge and spin)	4.822	eV
LUMO level	0.77	eV
net charge	0
SMILES string	[H]/N=C(\CCl)NOC=O
HOMO level	-10.187	eV

Geometry as XYZ:
```
13
C3H5ClN2O2 ωB97M-V/def2-TZVPD
H 0.4232 -2.2308 1.1788
N 0.9009 -1.5226 0.7768
C 0.2074 -0.5133 0.7969
C -1.1948 -0.3336 1.2596
Cl -2.4110 0.2983 0.1577
N 0.6821 0.6682 0.4904
O 1.9203 0.4107 -0.0595
C 1.9573 0.1585 -1.4746
O 1.0069 0.4955 -2.2417
H -1.7317 -1.2018 1.8800
H -1.0183 0.5158 2.0292
H -0.0409 1.2502 -0.0638
H 3.0355 -0.5425 -1.6576
```

Results of the natural (NBO) charge analysis, in e, for atoms 1 through 2:
1 H 0.336
2 N -0.648

=====

No. 4
The following is a DFT calculation (ωB97M-V/def2-TZVPD) of a cluster of 2 separate species, C3H5ClN2O2S2 in total.

relative energy (zero: lowest compared OMol25 entry of this formula, charge and spin)	2.926	eV
LUMO level	-0.46	eV
net charge	0
SMILES string	C#CS(=O)(=O)Cl.C/N=[NH+]\[S-]
HOMO level	-8.772	eV

Geometry as XYZ:
```
15
C3H5ClN2O2S2 ωB97M-V/def2-TZVPD
C 0.3848 -3.1307 -0.3935
C 1.1845 -2.5007 0.2509
S 2.4562 -1.7797 1.1735
O 2.7404 -0.4245 0.8456
O 3.5155 -2.7293 1.2414
Cl 1.3650 -1.6178 2.9090
H -0.3524 -3.7773 -0.6053
C 0.5145 1.0559 -0.4262
N -0.2069 0.4736 0.6209
N -1.4278 0.4684 0.4203
S -2.2378 0.9142 -0.9397
H 1.5089 0.8171 -0.1986
H -0.0127 0.6207 -1.2888
H 0.4542 2.0745 -0.3606
H -1.9881 0.0983 1.2592
```

Results of the natural (NBO) charge analysis, in e, for atoms 1 through 2:
1 C -0.048
2 C -0.396

=====

No. 5
The following is a DFT calculation (ωB97M-V/def2-TZVPD) of an isolated molecule of C3H5ClN2OS.

relative energy (zero: lowest compared OMol25 entry of this formula, charge and spin)	2.454	eV
LUMO level	0.35	eV
net charge	0
SMILES string	O/N=C\S/N=C\CCl
HOMO level	-9.014	eV

Geometry as XYZ:
```
13
C3H5ClN2OS ωB97M-V/def2-TZVPD
O -2.5981 1.4863 -0.0046
N -3.1316 0.2334 0.0025
C -2.3908 -0.8071 -0.0096
S -0.6436 -1.0798 -0.0014
N -0.0196 0.5156 -0.0068
C 1.2549 0.6756 -0.0046
C 2.2561 -0.4361 -0.0054
Cl 3.9153 0.1930 -0.0050
H -1.5957 1.4105 0.0017
H -2.9336 -1.7535 -0.0227
H 1.6085 1.6845 0.0131
H 2.1382 -1.0553 0.9057
H 2.1402 -1.0672 -0.8630
```

Results of the natural (NBO) charge analysis, in e, for atoms 1 through 2:
1 O -0.544
2 N -0.083

=====

No. 6
The following is a DFT calculation (ωB97M-V/def2-TZVPD) of an isolated molecule of C3H5ClN2S.

relative energy (zero: lowest compared OMol25 entry of this formula, charge and spin)	1.924	eV
LUMO level	0.43	eV
net charge	0
SMILES string	ClC/N=C/[C@H]1NS1
HOMO level	-9.146	eV

Geometry as XYZ:
```
12
C3H5ClN2S ωB97M-V/def2-TZVPD
Cl -1.0615 1.3431 -2.4498
C -1.8347 0.2147 -1.2059
N -1.0522 0.2568 0.0696
C -0.0690 -0.5032 0.2089
C 1.0488 -0.4940 1.2094
N 1.8604 0.6832 0.7794
S 1.0906 0.7615 2.4178
H -1.6879 -0.7149 -1.6310
H -2.7907 0.6614 -1.1837
H 0.1607 -1.1957 -0.6004
H 1.5216 -1.4823 1.3515
H 2.8139 0.4695 1.0342
```

Results of the natural (NBO) charge analysis, in e, for atoms 1 through 2:
1 Cl -0.113
2 C -0.163